w.
# C3H2IN2

A structure of composition C3H2IN2 (ωB97M-V/def2-TZVPD, the Open Molecules 2025 dataset).

Structure (XYZ):
```
8
Properties=species:S:1:pos:R:3
I -2.4477 -0.8382 0.0338
N -0.0569 1.9483 0.7481
N 1.1845 0.5387 -0.8575
C 0.5847 1.3261 0.0331
C -0.4478 -0.3201 0.4849
C 0.5319 -0.5657 -0.6657
H -0.1458 -0.6296 1.5244
H 0.7971 -1.4595 -1.3010
```

Its total charge is +1. Its spin multiplicity is 1. Its LUMO energy is -0.288 Ha. Its HOMO energy is -15.617 eV.

---

x.
# C3H2IN2

The ion C3H2IN2 with charge +1 (ωB97M-V/def2-TZVPD, the Open Molecules 2025 dataset).

Structure (XYZ):
```
8
Properties=species:S:1:pos:R:3
I 0.1298 -1.7161 -1.4942
N -2.2279 1.2262 -0.1212
N -0.8517 -0.6368 1.0878
C -0.0166 -1.4572 0.5154
C -0.9710 1.0164 -0.7260
C -1.3354 0.3593 0.4768
H 0.6244 -2.1724 1.0036
H -0.5939 1.4538 -1.6938
```

As for the SMILES: I/C=N\C1=[N+]=C1. Its total charge is +1. Its spin multiplicity is 1. Its LUMO energy is -0.242 Ha. Its HOMO energy is -15.246 eV.

---

We find x to be the most stable, with the next structure 0.0109 hartree higher.